Record 1
{"formula": "C38H47Cl2IN2O4SiTa", "method": "the ωB97M-V functional and the def2-TZVPD basis", "charge": 1, "orbital_gap_ev": 6.3719, "species": ["Ta", "I", "C", "C", "C", "C", "C", "C", "C", "C", "C", "C", "H", "H", "H", "H", "H", "H", "Cl", "C", "C", "C", "Cl", "C", "O", "C", "C", "O", "C", "H", "H", "H", "C", "Si", "C", "C", "C", "C", "C", "C", "C", "C", "H", "H", "H", "H", "H", "H", "H", "H", "H", "H", "H", "H", "H", "H", "H", "H", "H", "H", "H", "H", "H", "C", "C", "N", "C", "C", "C", "O", "C", "C", "C", "C", "N", "C", "H", "H", "H", "H", "H", "H", "H", "H", "H", "H", "H", "H", "H", "H", "C", "C", "O", "H", "H", "H"], "positions_angstrom": [[0.419, 0.662, 0.234], [-1.430, 0.444, 2.445], [0.082, -0.434, 3.629], [-0.304, -0.951, 4.828], [0.687, -1.459, 5.695], [1.999, -1.390, 5.332], [2.395, -0.838, 4.089], [3.766, -0.743, 3.747], [4.137, -0.188, 2.561], [3.154, 0.260, 1.649], [1.805, 0.166, 1.897], [1.420, -0.357, 3.170], [-1.344, -0.968, 5.124], [0.394, -1.882, 6.645], [2.770, -1.754, 6.000], [4.504, -1.108, 4.450], [5.185, -0.100, 2.303], [3.508, 0.673, 0.709], [-2.188, 7.476, 1.901], [-1.324, 6.004, 1.634], [-0.303, 5.639, 2.532], [0.414, 4.487, 2.345], [1.681, 4.062, 3.434], [0.157, 3.614, 1.253], [0.911, 2.579, 1.077], [-0.901, 3.992, 0.383], [-1.263, 3.185, -0.730], [-0.866, 2.024, -0.961], [-1.615, 5.200, 0.574], [-0.077, 6.280, 3.374], [-1.967, 3.613, -1.454], [-2.400, 5.470, -0.122], [-2.669, -2.809, 0.171], [-1.974, -1.876, -1.287], [-3.243, -0.586, -1.859], [-2.702, 0.292, -2.996], [-3.639, 0.303, -0.670], [-4.540, -1.272, -2.327], [-1.316, -3.076, -2.620], [-2.349, -3.349, -3.725], [-0.056, -2.497, -3.281], [-0.980, -4.443, -2.001], [-3.555, -3.354, -0.165], [-2.979, -2.142, 0.977], [-1.984, -3.546, 0.581], [-1.788, 0.815, -2.713], [-3.449, 1.045, -3.266], [-2.494, -0.289, -3.895], [-2.786, 0.812, -0.226], [-4.142, -0.270, 0.111], [-4.339, 1.072, -1.011], [-4.416, -1.812, -3.263], [-5.303, -0.506, -2.494], [-4.936, -1.961, -1.580], [-2.602, -2.458, -4.298], [-3.270, -3.779, -3.328], [-1.929, -4.077, -4.425], [-0.233, -1.506, -3.706], [0.268, -3.156, -4.091], [0.770, -2.417, -2.572], [-1.875, -4.935, -1.617], [-0.259, -4.385, -1.188], [-0.556, -5.092, -2.771], [2.893, 5.604, -0.006], [3.847, 4.950, -0.996], [3.424, 5.117, -2.384], [3.486, 6.474, -2.939], [2.107, 7.072, -3.171], [3.161, 4.124, -3.259], [3.032, 4.306, -4.459], [2.995, 2.706, -2.765], [3.607, 1.683, -3.481], [3.393, 0.369, -3.101], [2.547, 0.111, -2.042], [1.907, 1.088, -1.380], [2.139, 2.363, -1.738], [3.216, 5.407, 1.016], [1.880, 5.215, -0.127], [2.853, 6.684, -0.147], [3.951, 3.891, -0.778], [4.845, 5.385, -0.893], [4.037, 6.433, -3.879], [4.061, 7.080, -2.239], [1.550, 6.465, -3.883], [2.200, 8.077, -3.583], [1.542, 7.136, -2.240], [4.238, 1.932, -4.324], [3.871, -0.451, -3.615], [2.362, -0.892, -1.688], [1.615, 3.118, -1.169], [0.893, -2.626, 0.514], [0.501, -1.248, 0.168], [-0.602, -0.941, -0.777], [1.278, -3.174, -0.350], [0.083, -3.207, 0.956], [1.695, -2.549, 1.248]], "forces_ev_per_angstrom": [[0.16, 0.12, 0.10], [0.04, -0.03, 0.02], [-0.12, 0.04, -0.01], [0.06, 0.00, -0.01], [-0.04, 0.01, -0.02], [0.01, 0.00, 0.00], [0.00, 0.01, -0.02], [0.00, -0.01, 0.02], [0.00, 0.01, -0.04], [0.00, 0.00, -0.01], [-0.08, 0.05, 0.00], [0.04, -0.02, 0.03], [-0.01, 0.00, 0.01], [0.00, 0.00, 0.01], [0.00, 0.00, 0.00], [0.01, 0.00, 0.00], [0.00, 0.00, 0.01], [0.00, 0.01, 0.00], [-0.01, 0.01, 0.00], [0.05, -0.03, 0.02], [-0.05, 0.00, -0.06], [0.05, -0.03, -0.01], [-0.03, 0.00, -0.01], [0.10, 0.13, 0.05], [-0.11, -0.22, -0.19], [-0.05, -0.03, -0.04], [0.03, -0.04, 0.05], [0.02, 0.03, 0.16], [-0.01, 0.00, -0.01], [0.00, 0.00, 0.01], [0.01, 0.02, 0.01], [-0.01, 0.01, 0.00], [0.02, 0.05, -0.02], [-0.05, -0.03, -0.15], [-0.02, 0.00, -0.03], [0.05, -0.03, 0.02], [0.00, -0.05, 0.01], [0.03, 0.00, -0.02], [0.03, 0.01, -0.01], [-0.01, 0.02, 0.04], [-0.03, 0.01, 0.02], [-0.02, 0.03, 0.01], [-0.03, 0.00, 0.00], [0.01, 0.01, 0.00], [0.03, -0.03, 0.00], [-0.04, -0.03, -0.02], [-0.02, 0.01, 0.00], [0.00, -0.04, -0.04], [0.04, 0.04, 0.02], [0.00, 0.01, 0.00], [-0.01, 0.01, 0.00], [-0.01, -0.01, 0.01], [-0.01, 0.01, 0.00], [-0.01, -0.02, 0.01], [0.00, 0.03, -0.01], [-0.02, 0.01, 0.00], [0.01, -0.01, 0.00], [0.01, 0.01, 0.00], [0.00, -0.01, -0.01], [0.03, 0.02, 0.03], [-0.01, -0.01, 0.01], [0.03, 0.02, 0.03], [0.01, -0.01, -0.01], [0.02, -0.02, -0.01], [-0.04, -0.01, 0.01], [-0.03, 0.01, 0.01], [0.00, 0.02, -0.02], [0.03, -0.01, 0.00], [0.07, -0.04, -0.03], [-0.04, 0.01, 0.00], [-0.05, 0.05, 0.06], [0.00, -0.01, 0.02], [0.01, 0.02, 0.01], [0.04, -0.05, -0.03], [-0.09, 0.02, 0.03], [0.07, 0.05, -0.04], [0.01, 0.00, 0.01], [-0.01, 0.00, -0.01], [0.00, 0.01, -0.01], [0.00, -0.05, -0.01], [-0.01, 0.00, 0.00], [0.00, 0.00, 0.01], [0.00, 0.00, 0.01], [-0.01, 0.00, -0.01], [-0.01, 0.01, 0.00], [0.00, 0.00, 0.01], [0.00, 0.01, 0.00], [0.00, 0.00, 0.00], [-0.02, -0.02, 0.00], [0.01, 0.03, 0.01], [-0.07, 0.00, -0.02], [0.15, 0.02, -0.01], [-0.06, -0.06, 0.06], [-0.01, 0.00, -0.03], [-0.03, -0.02, 0.01], [0.01, 0.00, 0.01]]}

---

Record 2
{"formula": "C4H13NO", "method": "the ωB97M-V functional and the def2-TZVPD basis", "smiles": "CCCCN.O", "orbital_gap_ev": 9.9219, "species": ["C", "C", "C", "C", "N", "H", "H", "H", "H", "H", "H", "H", "H", "H", "H", "H", "O", "H", "H"], "positions_angstrom": [[0.266, 1.702, 0.770], [1.070, 1.119, -0.390], [0.505, -0.221, -0.918], [0.811, -1.414, 0.030], [2.164, -2.012, -0.276], [-0.843, 1.695, 0.568], [0.451, 2.789, 0.912], [0.341, 1.052, 1.628], [0.928, 1.793, -1.224], [2.103, 1.141, -0.013], [-0.567, -0.272, -0.872], [0.884, -0.364, -1.939], [0.141, -2.262, -0.114], [0.863, -1.043, 1.042], [2.374, -2.794, 0.333], [2.923, -1.362, -0.082], [-4.065, 0.773, 0.548], [-4.531, -0.036, 0.272], [-3.499, 0.746, -0.238]], "forces_ev_per_angstrom": [[-1.94, 0.41, -0.77], [-1.26, 0.29, 0.23], [1.27, -0.90, 1.40], [2.50, -0.36, -1.30], [-0.08, 0.31, -0.05], [0.87, -0.15, -0.18], [0.43, -0.88, 0.48], [0.39, 0.37, 0.75], [0.59, 0.45, -0.21], [0.00, -0.50, -0.80], [-0.77, 0.93, -0.57], [-0.29, -0.44, 0.32], [-0.35, 0.38, 0.27], [-0.77, 0.00, 0.57], [-0.31, -0.11, 0.03], [-0.31, 0.18, -0.14], [0.04, -1.12, -1.27], [-0.55, 0.20, 0.95], [0.52, 0.92, 0.31]]}

---

Record 3
{"formula": "C5H8IN2", "method": "the ωB97M-V functional and the def2-TZVPD basis", "charge": 1, "orbital_gap_ev": [5.8094, 7.8596], "species": ["C", "C", "C", "C", "C", "N", "N", "I", "H", "H", "H", "H", "H", "H", "H", "H"], "positions_angstrom": [[-1.119, -1.182, 0.822], [-1.407, 1.267, 0.874], [-0.063, -1.544, -0.093], [1.157, -0.676, -0.003], [2.006, -0.364, -1.122], [-1.383, 0.097, 0.989], [-1.878, 2.504, 0.783], [1.382, 1.518, -2.369], [-1.655, -1.832, 1.468], [0.154, -2.654, 0.197], [-0.365, -1.483, -1.197], [1.406, -0.361, 1.135], [2.161, -1.205, -1.872], [3.025, -0.038, -0.717], [-1.272, 3.268, 1.239], [-2.148, 2.685, -0.133]], "forces_ev_per_angstrom": [[-0.12, 0.71, 0.14], [-0.95, 0.12, 0.84], [1.22, -2.08, -1.51], [0.24, 0.25, 2.64], [2.01, -0.35, 0.63], [-0.31, 1.53, -0.24], [2.85, -0.04, 2.44], [-0.01, -0.84, 0.63], [-0.32, -0.64, 0.27], [0.01, 1.67, -0.95], [-0.11, -0.46, 1.33], [-0.26, -0.37, -3.03], [-0.60, 1.32, 0.69], [-1.47, -0.30, -0.89], [-1.29, -1.48, -0.93], [-0.88, 0.97, -2.05]]}

---

Listing energy for the structures above in their given order: -3451.17477; -290.16041; -602.10567 hartree.
Listing relative energy (zero: lowest compared OMol25 entry of this formula, charge and spin) for the structures above in their given order: 0.0; 95.9; 414.6 kJ/mol.